C34H22BrN6O3Ta | ωB97M-V with the def2-TZVPD basis set

Structure (ORCA input):
```
! RIJCOSX wB97M-V def2-TZVPD def2/J DEFGRID3
* xyz 2 1
Ta 0.26662 0.28965 -0.15629
Br -6.34493 3.27332 -1.49880
O 4.24877 -0.02478 1.24165
O -0.62819 1.39115 -1.45530
O -2.16281 0.11772 3.18164
N 1.95714 -0.18913 0.91283
N -1.52754 -0.98792 -0.73764
N -0.39597 2.24034 1.00981
N -0.44866 -0.19821 1.65288
N 2.06463 1.34974 -1.15133
N 0.92916 -1.72672 -1.09806
C 2.01150 2.11249 -2.25446
C -2.26083 -3.36520 -0.57443
C -1.33964 1.97094 1.92847
C 0.76770 -3.03026 3.75109
C -0.62652 -5.08555 -1.00307
C 0.31989 -1.23331 2.26192
C 0.36736 -4.08929 -1.16913
C -2.68754 -0.47989 -0.94451
C 3.25798 1.13928 -0.56197
C 2.57938 -2.07673 2.45709
C 4.42724 1.67848 -1.03801
C -1.92557 1.81521 -1.47087
C -1.86676 4.26711 2.17520
C 2.11333 -2.98874 3.38886
C -3.53889 3.54497 -1.83584
C -0.14678 -2.15741 3.18595
C 1.67216 -1.18629 1.89060
C -4.28280 1.36365 -1.17775
C 0.01058 -2.74299 -1.01380
C -2.95190 0.92698 -1.14542
C 2.60862 -3.35001 -1.62291
C -4.57048 2.67086 -1.49402
C -1.41620 0.53041 2.33994
C -0.87867 4.55234 1.24512
C -1.90710 -4.72660 -0.69645
C -2.22400 3.11428 -1.83498
C 2.18068 -2.04064 -1.39762
C -1.32019 -2.39536 -0.75077
C 1.71050 -4.37336 -1.48718
C -0.17702 3.51158 0.66646
C 3.14810 2.68016 -2.79722
C 3.23977 0.24509 0.64621
C 4.37142 2.46586 -2.18141
C -2.10720 2.94476 2.52308
H -2.85079 2.65625 3.25354
H -0.35271 -6.12724 -1.11435
H -2.43568 5.06534 2.63416
H 3.06685 3.28124 -3.69175
H 5.27373 2.90388 -2.58884
H 2.88873 -1.22655 -1.46382
H -1.18940 -2.16958 3.46869
H 1.03560 2.25377 -2.69493
H 2.81459 -3.67274 3.84796
H -3.54061 -1.14715 -1.04755
H -0.64873 5.57062 0.96439
H -2.66697 -5.48222 -0.55329
H 3.64375 -3.53180 -1.87384
H -5.08258 0.66869 -0.95092
H -1.42214 3.78310 -2.12177
H 0.42972 -3.74626 4.48837
H -3.77273 4.56439 -2.11366
H -3.28563 -3.11205 -0.33262
H 3.62524 -2.04099 2.19569
H 0.58720 3.69172 -0.07964
H 5.34826 1.47275 -0.50991
H 2.01800 -5.40318 -1.62545
*
```

HOMO-LUMO gap	6.61	eV